{"formula": "C22H50N3P3PmSe", "method": "the ωB97M-V functional and the def2-TZVPD basis", "elements": ["Pm", "P", "P", "P", "H", "C", "C", "H", "C", "C", "C", "C", "C", "C", "C", "C", "C", "H", "H", "H", "H", "H", "H", "H", "H", "H", "H", "H", "H", "H", "H", "H", "H", "H", "H", "H", "H", "H", "H", "H", "H", "H", "H", "H", "H", "H", "C", "C", "C", "C", "C", "C", "Se", "H", "H", "H", "H", "H", "H", "C", "N", "C", "C", "N", "N", "C", "C", "H", "H", "H", "H", "H", "H", "H", "H", "H", "H", "H", "H", "H"], "positions_angstrom": [[-0.584, 0.362, -0.352], [0.432, 1.039, 2.327], [-1.842, 2.915, -0.852], [1.903, 1.996, -0.643], [2.341, -3.905, -0.013], [3.031, -3.062, 0.118], [3.203, -2.452, 1.303], [2.685, -2.788, 2.208], [-0.374, 0.167, 3.730], [0.219, 2.772, 2.901], [2.185, 0.717, 2.778], [-2.263, 3.248, -2.614], [-3.484, 3.203, -0.072], [-1.025, 4.505, -0.424], [3.462, 1.020, -0.576], [2.485, 3.544, 0.150], [1.917, 2.506, -2.411], [3.589, -2.750, -0.774], [3.932, -1.645, 1.424], [-0.027, -0.874, 3.790], [-1.466, 0.176, 3.615], [-0.111, 0.686, 4.662], [-0.763, 3.141, 2.575], [0.997, 3.426, 2.491], [0.260, 2.791, 3.998], [2.526, -0.218, 2.314], [2.257, 0.614, 3.870], [2.837, 1.536, 2.455], [-2.834, 4.183, -2.704], [-2.866, 2.416, -3.002], [-1.344, 3.321, -3.210], [-3.769, 4.258, -0.184], [-3.434, 2.956, 0.998], [-4.243, 2.565, -0.543], [-1.759, 5.318, -0.511], [-0.183, 4.705, -1.099], [-0.651, 4.473, 0.607], [4.195, 1.482, -1.252], [3.283, -0.017, -0.887], [3.861, 1.015, 0.444], [3.290, 3.971, -0.463], [2.871, 3.344, 1.156], [1.667, 4.270, 0.220], [2.886, 2.979, -2.623], [1.108, 3.221, -2.611], [1.783, 1.628, -3.059], [1.024, -1.704, -3.889], [1.707, -2.928, -3.978], [1.952, -3.498, -5.227], [1.501, -2.856, -6.391], [0.811, -1.639, -6.298], [0.568, -1.060, -5.049], [0.808, -0.912, -2.119], [-0.792, -0.559, -2.205], [2.052, -3.417, -3.064], [2.497, -4.440, -5.293], [1.695, -3.303, -7.366], [0.467, -1.140, -7.207], [0.033, -0.113, -4.962], [-0.295, -4.045, 2.234], [-1.514, -3.259, 2.434], [-2.047, -3.273, 3.797], [-1.773, -2.235, 1.572], [-0.842, -1.782, 0.720], [-2.981, -1.619, 1.577], [-4.154, -2.153, 2.246], [-3.183, -0.463, 0.710], [-0.292, -4.851, 2.972], [0.620, -3.444, 2.358], [-0.302, -4.485, 1.226], [-2.143, -2.263, 4.225], [-3.017, -3.787, 3.837], [-1.348, -3.842, 4.421], [-0.003, -2.366, 0.741], [-5.036, -1.797, 1.703], [-4.161, -3.249, 2.233], [-4.236, -1.790, 3.282], [-2.639, 0.417, 1.119], [-2.911, -0.694, -0.338], [-4.246, -0.207, 0.723]], "mulliken_charge": [-0.172, 1.153, 0.841, 0.666, 0.289, -0.637, -0.700, 0.375, -1.454, -1.331, -0.967, -1.262, -1.230, -1.228, -1.135, -1.430, -1.075, 0.374, 0.417, 0.306, 0.318, 0.683, 0.274, 0.321, 0.523, -0.254, 0.532, 0.444, 0.402, 0.411, 0.332, 0.482, 0.353, 0.374, 0.573, 0.354, 0.258, 0.490, 0.149, 0.363, 0.480, 0.448, 0.286, 0.506, 0.264, 0.282, 0.848, -0.339, -0.664, -0.499, -0.726, -0.328, 0.295, 0.193, 0.332, 0.417, 0.410, 0.395, 0.412, -1.199, 0.191, -1.198, 0.464, -0.022, 0.188, -1.118, -0.841, 0.512, 0.387, 0.329, 0.357, 0.382, 0.422, -0.166, 0.415, 0.391, 0.370, 0.099, 0.389, 0.452], "spin_multiplicity": 5, "orbital_gap_ev": [6.66, 6.83], "homo_ha": [-0.6208, -0.6213], "total_charge": 3, "energy_ev": -137837.79646}

{"formula": "C22H51AlBrCl3F5IMgN4O5", "method": "the ωB97M-V functional and the def2-TZVPD basis", "elements": ["C", "C", "Br", "C", "C", "N", "C", "C", "C", "O", "I", "O", "C", "C", "C", "N", "C", "Cl", "C", "C", "Cl", "H", "H", "H", "H", "H", "H", "H", "H", "H", "H", "H", "H", "H", "H", "H", "H", "H", "H", "H", "H", "H", "H", "H", "H", "C", "C", "O", "N", "C", "H", "H", "H", "H", "H", "H", "H", "Cl", "O", "H", "H", "H", "Mg", "C", "C", "N", "C", "C", "C", "C", "H", "H", "H", "H", "H", "H", "H", "H", "H", "H", "H", "H", "H", "H", "H", "O", "H", "H", "F", "Al", "F", "F", "F", "F"], "positions_angstrom": [[2.401, 2.104, 2.315], [2.904, 1.118, 1.252], [3.839, 2.012, -0.211], [1.899, 0.094, 0.713], [0.579, 0.608, 0.087], [0.575, 2.049, -0.129], [-0.740, 0.039, 0.712], [-1.061, -1.379, 0.177], [0.077, -2.392, 0.056], [0.452, -3.173, 0.836], [1.007, -2.291, -2.016], [-1.790, 0.860, 0.078], [-3.170, 0.425, 0.201], [-4.079, 1.667, 0.250], [-5.096, 1.748, -0.903], [-6.376, 1.091, -0.652], [-0.968, 0.223, 2.252], [-1.463, 1.932, 2.536], [0.056, -0.264, 3.309], [-0.039, -1.784, 3.528], [-0.425, 0.497, 4.860], [1.315, 2.078, 2.411], [2.832, 1.892, 3.294], [2.652, 3.128, 2.045], [3.689, 0.514, 1.702], [1.738, -0.695, 1.451], [2.448, -0.412, -0.084], [0.558, 0.198, -0.927], [0.150, 2.581, 0.621], [0.135, 2.232, -1.021], [-1.836, -1.865, 0.777], [-1.434, -1.277, -0.837], [-3.352, -0.205, 1.069], [-3.445, -0.149, -0.693], [-3.471, 2.578, 0.286], [-4.644, 1.657, 1.186], [-4.687, 1.291, -1.816], [-5.309, 2.800, -1.108], [-6.341, 0.110, -0.903], [-6.622, 1.119, 0.334], [-1.862, -0.353, 2.496], [1.084, 0.042, 3.173], [0.823, -2.274, 3.068], [0.036, -2.003, 4.588], [-0.952, -2.210, 3.115], [-4.737, 4.523, 6.059], [-4.158, 4.802, 4.727], [-4.798, 5.282, 3.756], [-2.856, 4.514, 4.570], [-1.945, 3.950, 5.562], [-5.801, 4.743, 6.031], [-4.575, 3.452, 6.311], [-4.255, 5.134, 6.828], [-2.511, 4.657, 3.632], [-1.065, 4.590, 5.646], [-1.689, 2.948, 5.239], [-2.419, 3.835, 6.533], [3.320, -2.289, -3.245], [-3.380, 7.541, 4.350], [-3.689, 7.723, 5.256], [-3.400, 8.339, 3.794], [-3.956, 6.759, 3.922], [-1.629, 1.876, -1.969], [7.779, -6.724, -7.700], [6.748, -6.524, -6.599], [7.224, -5.683, -5.516], [6.368, -5.709, -4.343], [4.947, -5.149, -4.471], [7.721, -4.374, -5.906], [6.768, -3.436, -6.660], [8.712, -7.111, -7.289], [7.402, -7.443, -8.429], [7.994, -5.800, -8.236], [6.505, -7.500, -6.171], [5.817, -6.147, -7.054], [6.884, -5.187, -3.532], [6.299, -6.752, -4.016], [4.940, -4.062, -4.507], [4.356, -5.441, -3.601], [4.436, -5.528, -5.358], [8.610, -4.521, -6.524], [8.087, -3.872, -5.007], [6.220, -3.958, -7.446], [7.342, -2.638, -7.136], [6.045, -2.961, -5.998], [-4.154, 1.449, -4.596], [-4.140, 0.686, -5.184], [-4.209, 2.207, -5.189], [-8.452, 0.811, 3.919], [-7.847, 2.374, 3.747], [-7.569, 3.064, 5.264], [-8.951, 3.325, 2.889], [-6.372, 2.322, 2.891], [-4.049, 1.940, 7.278]], "mulliken_charge": [-0.928, -0.456, -0.147, -1.291, -0.895, 0.024, 1.067, -0.822, -0.297, -0.363, 0.265, 0.026, -0.760, -0.284, -0.674, -0.608, -1.042, 0.012, 0.432, -1.230, -0.174, 0.125, 0.286, 0.379, 0.644, 0.474, 0.327, 0.678, 0.307, -0.030, 0.435, 0.629, 0.340, 0.587, 0.258, 0.186, 0.374, 0.275, 0.261, 0.254, 0.920, -0.012, 0.290, 0.550, 0.215, -1.420, 0.573, -0.820, 0.229, -0.793, 0.302, 0.401, 0.460, 0.251, 0.330, 0.152, 0.363, -0.407, -0.377, 0.424, 0.439, 0.493, 0.548, -1.424, -0.316, 0.120, -0.807, -0.529, -0.723, -0.885, 0.332, 0.432, 0.290, 0.433, 0.242, 0.368, 0.390, -0.167, 0.431, 0.255, 0.378, 0.331, 0.238, 0.368, 0.233, -0.567, 0.308, 0.300, -0.393, 0.435, -0.357, -0.403, -0.268, -0.801], "orbital_gap_ev": 1.37, "homo_ha": -0.2546, "total_charge": 0, "energy_ev": -181176.74187}